(1)
The following is a DFT calculation (the ωB97M-V functional and the def2-TZVPD basis) of C2H6N4S as an isolated structure in a non-equilibrium geometry.

The value obtained for the LUMO energy is -0.59 eV. Its total charge is 0. The relative energy (zero: lowest compared OMol25 entry of this formula, charge and spin) is 129.0 kcal per mole. Its total energy is -696.82044 Ha. The calculation puts the frontier orbital gap at 8.2 eV. For the largest force on an atom, the calculation gives 8.93 eV/Å. Its multiplicity is 1.

Atoms and positions in Å:
1 C -0.6115 0.1899 -0.2716
2 C 3.2350 -0.1215 0.2676
3 H -2.8347 0.5017 0.7925
4 H -3.6096 -0.1295 -0.6398
5 H -1.3851 -1.5900 0.2527
6 H 0.2403 1.8847 -0.3967
7 H 3.4901 -1.3191 0.8816
8 H 3.9846 0.7789 0.1992
9 N -2.8869 -0.3650 0.2235
10 N -1.7267 -0.7435 -0.3839
11 N -0.7111 1.4655 -0.1077
12 N 1.9971 0.3042 -0.5091
13 S 0.8186 -0.8563 -0.3083

Atomic forces in eV per Å
-1.278 0.641 -0.210
-3.874 1.396 -2.795
0.386 -0.624 -0.683
2.201 -0.563 3.108
-0.732 1.688 -2.093
-1.623 -0.661 1.181
-1.135 4.163 -2.124
-1.084 -2.389 0.235
-4.988 2.028 -2.311
3.852 -1.357 2.828
1.662 -1.459 -1.668
6.790 -2.643 5.157
-0.178 -0.221 -0.625


(2)
The following is a DFT calculation (the ωB97M-V functional and the def2-TZVPD basis) of one molecule with the formula C2H6N4S in a non-equilibrium geometry.

The expectation value of S² is 2.025. The value obtained for the LUMO energy (alpha / beta) is -0.25 / -2.54 eV. Its total charge is 0. The relative energy (zero: lowest compared OMol25 entry of this formula, charge and spin) is 65.7 kcal per mole. Its total energy is -696.73012 Ha. The calculation puts the frontier orbital gap (alpha / beta) at 7.4 / 6.6 eV. For the largest force on an atom, the calculation gives 4.19 eV/Å. Its multiplicity is 3.

Atoms and positions in Å:
1 C -0.6915 -0.0300 -0.5893
2 C -1.2326 -0.9521 0.4660
3 N 0.6497 -0.6141 -0.8069
4 N -0.5595 1.3822 -0.2428
5 N 1.4083 1.2469 0.3167
6 N 1.5525 0.0178 -0.1733
7 S 3.1374 -0.3824 0.1753
8 H -1.0919 -0.1801 -1.5524
9 H -2.3493 -1.1817 0.3695
10 H -0.8713 -0.6768 1.4357
11 H -0.7998 -2.0086 0.4596
12 H -0.4567 1.8947 -1.2249
13 H 1.3047 1.4843 1.3669

Atomic forces in eV per Å
1.401 0.672 0.324
-1.525 -2.643 0.134
2.953 0.652 0.947
-2.537 0.553 -3.290
1.354 1.986 1.922
-1.466 -0.882 0.634
0.238 -0.512 -0.571
-1.235 -0.143 -1.008
1.419 0.968 0.545
-0.509 0.831 0.765
-0.272 1.280 -0.882
-0.236 -1.136 2.607
0.413 -1.626 -2.127


Look up the relative energy (zero: lowest compared OMol25 entry of this formula, charge and spin) of the second one. 65.7 kcal per mole


What did the first record say?
The following is a DFT calculation (the ωB97M-V functional and the def2-TZVPD basis) of C2H6N4S as an isolated structure in a non-equilibrium geometry.

The value obtained for the LUMO energy is -0.59 eV. Its total charge is 0. The relative energy (zero: lowest compared OMol25 entry of this formula, charge and spin) is 129.0 kcal per mole. Its total energy is -696.82044 Ha. The calculation puts the frontier orbital gap at 8.2 eV. For the largest force on an atom, the calculation gives 8.93 eV/Å. Its multiplicity is 1.

Atoms and positions in Å:
1 C -0.6115 0.1899 -0.2716
2 C 3.2350 -0.1215 0.2676
3 H -2.8347 0.5017 0.7925
4 H -3.6096 -0.1295 -0.6398
5 H -1.3851 -1.5900 0.2527
6 H 0.2403 1.8847 -0.3967
7 H 3.4901 -1.3191 0.8816
8 H 3.9846 0.7789 0.1992
9 N -2.8869 -0.3650 0.2235
10 N -1.7267 -0.7435 -0.3839
11 N -0.7111 1.4655 -0.1077
12 N 1.9971 0.3042 -0.5091
13 S 0.8186 -0.8563 -0.3083

Atomic forces in eV per Å
-1.278 0.641 -0.210
-3.874 1.396 -2.795
0.386 -0.624 -0.683
2.201 -0.563 3.108
-0.732 1.688 -2.093
-1.623 -0.661 1.181
-1.135 4.163 -2.124
-1.084 -2.389 0.235
-4.988 2.028 -2.311
3.852 -1.357 2.828
1.662 -1.459 -1.668
6.790 -2.643 5.157
-0.178 -0.221 -0.625


What did the second record say?
The following is a DFT calculation (the ωB97M-V functional and the def2-TZVPD basis) of one molecule with the formula C2H6N4S in a non-equilibrium geometry.

The expectation value of S² is 2.025. The value obtained for the LUMO energy (alpha / beta) is -0.25 / -2.54 eV. Its total charge is 0. The relative energy (zero: lowest compared OMol25 entry of this formula, charge and spin) is 65.7 kcal per mole. Its total energy is -696.73012 Ha. The calculation puts the frontier orbital gap (alpha / beta) at 7.4 / 6.6 eV. For the largest force on an atom, the calculation gives 4.19 eV/Å. Its multiplicity is 3.

Atoms and positions in Å:
1 C -0.6915 -0.0300 -0.5893
2 C -1.2326 -0.9521 0.4660
3 N 0.6497 -0.6141 -0.8069
4 N -0.5595 1.3822 -0.2428
5 N 1.4083 1.2469 0.3167
6 N 1.5525 0.0178 -0.1733
7 S 3.1374 -0.3824 0.1753
8 H -1.0919 -0.1801 -1.5524
9 H -2.3493 -1.1817 0.3695
10 H -0.8713 -0.6768 1.4357
11 H -0.7998 -2.0086 0.4596
12 H -0.4567 1.8947 -1.2249
13 H 1.3047 1.4843 1.3669

Atomic forces in eV per Å
1.401 0.672 0.324
-1.525 -2.643 0.134
2.953 0.652 0.947
-2.537 0.553 -3.290
1.354 1.986 1.922
-1.466 -0.882 0.634
0.238 -0.512 -0.571
-1.235 -0.143 -1.008
1.419 0.968 0.545
-0.509 0.831 0.765
-0.272 1.280 -0.882
-0.236 -1.136 2.607
0.413 -1.626 -2.127